Below is C32H88N8O8 as an isolated structure in a non-equilibrium geometry, with properties calculated with the ωB97M-V functional and the def2-TZVPD basis.

Positions of all 136 atoms, in Å:
O1 -1.389 10.425 19.829
O2 -2.194 3.725 24.996
O3 -4.149 7.753 24.499
O4 -3.118 6.400 16.064
O5 -5.464 7.744 21.623
O6 -1.461 3.634 18.992
O7 -2.884 6.914 21.787
O8 -0.031 8.947 22.352
N1 -2.572 13.211 21.948
N2 -3.529 9.697 17.784
N3 -2.836 11.190 25.141
N4 -2.525 9.012 19.329
N5 2.160 5.898 22.054
N6 -5.241 3.617 27.164
N7 -3.755 5.111 21.499
N8 -4.948 8.016 18.744
C1 -2.404 11.827 21.644
C2 -4.175 4.854 19.145
C3 -1.752 7.444 21.140
C4 -5.521 10.354 18.946
C5 -0.435 10.361 18.766
C6 -3.354 4.338 20.338
C7 -3.230 7.347 17.146
C8 -3.266 8.845 16.676
C9 -2.979 5.048 16.539
C10 -5.971 8.820 20.906
C11 -0.591 7.670 18.779
C12 -1.904 7.703 19.613
C13 -4.555 6.649 25.241
C14 -4.049 4.281 26.610
C15 0.936 6.698 22.278
C16 -1.957 9.413 16.156
C17 -5.048 9.116 19.690
C18 -0.091 3.787 18.632
C19 1.035 8.116 21.800
C20 -2.434 4.592 23.897
C21 -3.702 8.896 25.215
C22 -3.179 10.023 24.288
C23 0.643 6.599 23.805
C24 -1.881 9.701 23.544
C25 -1.861 11.756 20.218
C26 -1.864 4.473 20.051
C27 -4.555 7.982 22.677
C28 -3.155 4.877 27.675
C29 -3.355 3.172 25.725
C30 -3.660 11.045 21.907
C31 -2.648 6.449 23.087
C32 -0.083 10.251 21.769
H1 -2.788 9.542 18.452
H2 -3.240 5.319 24.007
H3 -4.740 4.930 21.628
H4 0.667 3.716 19.412
H5 -4.016 11.067 22.937
H6 -4.504 5.007 25.937
H7 -0.160 6.678 18.648
H8 -1.681 11.555 22.413
H9 -2.115 4.780 17.147
H10 -4.234 9.180 18.290
H11 -4.105 7.066 17.732
H12 -2.870 4.099 28.383
H13 0.196 8.257 19.253
H14 -4.033 2.573 25.118
H15 -2.056 9.830 19.691
H16 -1.610 5.518 19.877
H17 -0.187 10.244 20.684
H18 1.962 8.577 22.142
H19 0.487 10.779 19.171
H20 -3.995 5.835 18.704
H21 -5.567 6.771 25.626
H22 -3.634 9.998 21.605
H23 -3.616 6.099 21.342
H24 -2.970 2.386 26.373
H25 -5.227 4.812 19.424
H26 -3.442 13.564 21.574
H27 -2.252 5.312 27.246
H28 -4.954 2.778 27.647
H29 -2.428 7.185 17.866
H30 -3.957 10.263 23.564
H31 0.044 4.709 18.068
H32 -0.973 10.742 22.163
H33 -0.267 7.140 24.063
H34 -1.015 12.421 20.041
H35 -4.589 9.190 25.775
H36 -0.752 10.894 17.869
H37 0.185 3.014 17.915
H38 -1.102 9.527 24.287
H39 -1.782 13.720 21.577
H40 -6.560 10.220 18.646
H41 -4.113 4.197 18.278
H42 -5.513 11.240 19.581
H43 -6.973 8.609 20.532
H44 -2.626 12.195 19.578
H45 -3.882 6.437 26.071
H46 -2.620 11.944 24.504
H47 0.119 6.196 21.761
H48 -1.272 9.446 17.003
H49 -0.724 8.001 17.749
H50 -4.052 8.944 15.926
H51 -1.266 4.194 20.918
H52 -3.599 8.305 22.266
H53 -4.835 10.608 18.138
H54 0.819 10.812 22.015
H55 -3.534 3.273 20.483
H56 2.306 5.814 21.058
H57 -6.074 9.707 21.531
H58 -1.331 8.287 21.689
H59 -2.800 4.545 15.589
H60 -4.068 9.259 20.145
H61 -1.516 5.141 23.688
H62 -4.369 7.066 23.238
H63 0.510 5.571 24.143
H64 -5.855 7.805 18.355
H65 -1.908 8.859 22.851
H66 -2.075 10.428 15.777
H67 -2.609 4.065 22.959
H68 1.006 8.137 20.711
H69 -3.726 5.620 28.233
H70 -1.513 10.570 22.999
H71 -2.896 8.634 25.900
H72 1.914 4.942 22.270
H73 -3.884 4.587 16.935
H74 -4.781 7.250 19.380
H75 -2.592 6.933 19.263
H76 -2.260 7.242 23.725
H77 -3.584 6.054 23.482
H78 -1.870 5.686 23.068
H79 -1.559 8.762 15.378
H80 -3.397 9.007 19.839
H81 -4.553 5.789 24.570
H82 -4.888 8.723 23.404
H83 -0.928 6.733 21.200
H84 -3.709 11.491 25.550
H85 1.450 6.970 24.437
H86 -5.665 4.099 27.944
H87 -4.423 11.513 21.285
H88 -0.174 9.319 18.583

## Properties
**Energy above the lowest of the compared OMol25 structures with the same formula, charge and spin**: 4501.5 kJ/mol
**F_max**: 18.9 eV/A
**HOMO energy**: -5.16 eV

=====

Below is a 12-piece molecular cluster, C32H88O10 overall in a non-equilibrium geometry, with properties calculated with the ωB97M-V functional and the def2-TZVPD basis.

Positions of all 130 atoms, in Å:
O1 0.625 -0.892 -6.997
O2 -0.306 -2.516 2.226
O3 2.997 3.143 -2.539
O4 0.742 1.865 -6.745
O5 -3.240 -0.790 -3.458
O6 -2.971 -0.960 2.143
O7 -5.057 -2.449 1.604
O8 1.179 -2.612 -3.757
O9 0.885 3.450 -0.340
O10 -0.590 -0.210 -2.821
C1 0.408 1.794 2.933
C2 4.002 1.688 -4.230
C3 0.327 -3.546 -3.125
C4 6.423 1.267 4.947
C5 -0.612 -0.730 -0.469
C6 -1.716 -0.946 -7.620
C7 2.931 1.798 -3.151
C8 5.146 0.928 2.793
C9 3.821 0.769 0.656
C10 -4.662 -1.957 -0.738
C11 -0.029 0.816 5.366
C12 5.128 1.571 4.108
C13 -0.775 -3.725 2.462
C14 -0.213 -0.452 6.308
C15 -0.750 -1.484 -6.655
C16 6.750 -0.062 5.476
C17 0.349 0.484 3.880
C18 -0.109 2.044 -5.646
C19 -0.793 0.031 7.612
C20 -3.292 0.360 2.765
C21 -1.064 3.857 -1.278
C22 -3.957 0.084 4.108
C23 3.767 1.182 2.061
C24 -0.724 -4.463 1.115
C25 -0.596 0.348 -1.519
C26 -5.208 -2.965 0.373
C27 -3.696 1.406 -3.464
C28 1.233 -4.752 -2.886
C29 -3.939 0.184 -4.177
C30 0.004 4.535 -0.686
C31 -1.019 -1.296 8.401
C32 -0.095 3.463 -5.190
H1 0.572 1.439 1.906
H2 4.443 1.224 0.237
H3 -0.530 -0.090 0.588
H4 0.724 -5.897 -2.673
H5 -1.035 -0.984 5.586
H6 -0.073 4.016 -6.234
H7 -1.070 -5.307 1.214
H8 -0.012 -1.704 8.453
H9 7.649 0.067 5.733
H10 6.545 2.092 5.730
H11 1.807 1.816 -3.544
H12 0.175 1.417 -4.815
H13 2.202 3.121 -1.886
H14 1.250 -0.021 3.857
H15 6.046 -0.100 6.246
H16 -3.570 0.358 -5.277
H17 -0.180 5.144 0.103
H18 -2.667 -1.404 -7.471
H19 2.066 -4.789 -2.297
H20 0.874 -0.800 6.367
H21 -3.618 -1.786 -0.219
H22 5.161 1.862 -4.199
H23 -0.808 -2.629 -6.456
H24 -1.704 0.089 -7.706
H25 -1.536 -1.311 -8.549
H26 3.712 2.413 -4.890
H27 -5.030 -0.038 -4.169
H28 1.116 2.387 3.503
H29 0.479 5.128 -1.444
H30 -0.288 -4.317 3.011
H31 -1.004 3.718 -4.590
H32 -6.230 -3.291 0.068
H33 -4.190 2.304 -3.897
H34 -1.085 1.466 5.439
H35 -1.484 0.980 -1.429
H36 -0.474 -0.204 3.395
H37 -0.848 -1.904 2.127
H38 3.424 2.351 2.176
H39 4.173 1.005 4.538
H40 -3.967 0.789 2.148
H41 4.002 0.675 -4.652
H42 -4.536 -3.808 0.577
H43 0.913 3.757 -4.905
H44 -0.547 2.273 2.935
H45 -1.913 4.488 -1.400
H46 0.198 -4.708 0.490
H47 1.578 -5.138 -3.732
H48 1.435 -1.261 -6.481
H49 -3.661 -1.643 -3.757
H50 -0.264 -2.979 -2.192
H51 -2.691 1.596 -3.243
H52 6.763 -1.000 4.942
H53 -5.334 -1.129 -0.947
H54 -4.257 1.043 4.642
H55 -4.350 -2.372 -1.696
H56 7.130 1.338 4.335
H57 0.469 1.626 5.757
H58 -0.473 -3.832 -3.810
H59 -1.203 -3.952 0.290
H60 -1.510 -0.377 -3.088
H61 -1.441 -2.031 7.713
H62 2.786 1.047 0.155
H63 0.247 0.869 -1.420
H64 -5.800 -2.838 2.082
H65 -1.650 0.649 7.536
H66 -3.218 -0.356 4.687
H67 -1.377 -1.648 -0.427
H68 -1.501 -1.213 9.400
H69 2.911 0.865 2.519
H70 0.542 1.095 -7.065
H71 -1.072 3.131 -2.070
H72 3.014 1.141 -2.286
H73 -1.467 3.232 -0.563
H74 0.339 -1.179 -0.506
H75 -4.909 -0.381 3.903
H76 -3.985 1.484 -2.555
H77 -1.131 2.014 -5.986
H78 -1.829 -3.834 2.631
H79 -3.845 -1.426 2.037
H80 5.290 -0.088 2.904
H81 0.644 -1.541 -3.613
H82 -1.058 -1.060 -5.681
H83 3.975 -0.294 0.376
H84 5.944 1.271 2.038
H85 -2.193 0.883 2.841
H86 0.096 0.475 8.261
H87 5.033 2.535 4.182
H88 1.526 3.722 0.305

## Properties
**Energy above the lowest of the compared OMol25 structures with the same formula, charge and spin**: 84.4 kJ/mol
**F_max**: 13.7 eV/A
**SMILES**: CCCCCC.CCCCCC.CCO.CCO.CCO.CCO.CCO.CCO.CCO.CCO.CCO.CCO
**HOMO energy**: -9.24 eV